1.
A structure of composition C7H13NO in a non-equilibrium geometry. Source: OMol25; level of theory: the ωB97M-V functional and the def2-TZVPD basis.

Geometry as XYZ:
```
22
Properties=species:S:1:pos:R:3
C 1.96 0.02 1.04
C -0.47 1.94 0.98
C -0.66 -2.23 -1.20
C 0.01 0.31 -0.95
C 0.61 -0.40 0.56
C -0.56 0.51 0.45
N -1.86 -0.04 0.80
C 0.27 -1.05 -1.22
O 0.63 1.30 -1.68
H 0.52 2.15 -1.25
H -1.81 -1.04 0.90
H -2.57 0.20 0.12
H 1.11 -1.18 -1.90
H 1.98 -0.21 2.11
H 2.18 1.08 0.90
H 2.76 -0.55 0.58
H -1.24 2.57 0.53
H -0.66 1.91 2.06
H 0.50 2.40 0.81
H -0.12 -3.11 -1.56
H -1.53 -2.07 -1.85
H -1.02 -2.50 -0.21
```

Properties
2S+1 ... 1
LUMO energy ... 0.820 eV
Electronic energy ... -11003.9675 eV
Relative energy (zero: lowest compared OMol25 entry of this formula, charge and spin) ... 87.3 kcal/mol
HOMO-LUMO gap ... 8.21 eV
Charge ... 0

Atomic partial charges in e from the Mulliken method, atoms 1 to 2: -1.41, -1.80

***

2.
A structure of composition C7H13NO2 in a non-equilibrium geometry. Source: OMol25; level of theory: the ωB97M-V functional and the def2-TZVPD basis.

Geometry as XYZ:
```
23
Properties=species:S:1:pos:R:3
C 0.56 0.74 0.02
C 0.49 -0.69 0.40
C -0.39 -1.13 1.49
C -1.42 -0.95 0.34
C 0.68 1.76 1.13
C 1.18 -1.68 -0.46
C -0.95 0.70 -0.59
N -0.91 0.26 -1.97
O 1.58 0.93 -0.97
O -1.72 1.61 -0.19
H 1.65 1.88 -1.13
H -1.87 0.24 -2.31
H -0.39 0.93 -2.52
H -0.55 -0.44 2.30
H -0.23 -2.15 1.83
H -1.57 -1.83 -0.27
H -2.35 -0.52 0.70
H -0.09 1.62 1.89
H 1.66 1.70 1.60
H 0.52 2.75 0.72
H 2.26 -1.52 -0.34
H 0.93 -1.49 -1.50
H 0.93 -2.71 -0.18
```

Properties
2S+1 ... 1
LUMO energy ... 0.353 eV
Electronic energy ... -13051.5845 eV
Relative energy (zero: lowest compared OMol25 entry of this formula, charge and spin) ... 100.2 kcal/mol
HOMO-LUMO gap ... 8.11 eV
Charge ... 0

Atomic partial charges in e from the Mulliken method, atoms 1 to 2: 1.12, 0.72

***

3.
The molecule C7H13NO2 in a non-equilibrium geometry. Source: OMol25; level of theory: the ωB97M-V functional and the def2-TZVPD basis.

Geometry as XYZ:
```
23
Properties=species:S:1:pos:R:3
C -0.01 2.50 -1.81
C 0.50 1.95 -0.48
C 0.64 0.45 -0.82
C -1.55 -0.21 0.22
C 0.58 -0.55 1.50
C -0.01 -1.92 -0.61
C -0.06 -0.58 0.08
N -0.25 1.59 -2.64
O 0.09 0.33 -2.13
O 1.96 0.15 -0.92
H -0.34 3.55 -1.99
H 1.35 2.51 -0.17
H -0.15 2.17 0.39
H -2.06 -1.12 0.51
H -1.94 0.05 -0.81
H -1.68 0.64 0.95
H 0.16 -1.39 2.05
H 1.68 -0.66 1.55
H 0.42 0.43 2.03
H -0.24 -2.80 0.00
H 0.98 -2.12 -1.05
H -0.69 -1.97 -1.47
H 1.85 -0.76 -1.41
```

Properties
2S+1 ... 1
LUMO energy ... 0.749 eV
Electronic energy ... -13052.8934 eV
Relative energy (zero: lowest compared OMol25 entry of this formula, charge and spin) ... 70.0 kcal/mol
SMILES ... CC(C)(C)[C@]1(O)CC=NO1
HOMO-LUMO gap ... 10.53 eV
Charge ... 0

Atomic partial charges in e from the Mulliken method, atoms 1 to 2: -0.15, -0.84

***

4.
The molecule C7H13NO2S in a non-equilibrium geometry. Source: OMol25; level of theory: the ωB97M-V functional and the def2-TZVPD basis.

Geometry as XYZ:
```
24
Properties=species:S:1:pos:R:3
C 1.77 1.68 -2.58
C 1.30 0.89 -1.83
C -0.85 1.35 0.89
C 1.70 0.65 1.12
C -1.62 -1.88 0.45
C 0.43 -0.04 -1.08
C 0.32 0.45 0.56
N -0.96 0.11 -1.63
O 0.84 -2.31 0.82
O -0.49 -1.13 2.59
S -0.11 -1.31 1.22
H 2.35 2.31 -3.17
H -1.34 0.87 1.75
H -0.58 2.38 1.23
H -1.45 1.36 -0.09
H 2.32 0.05 0.48
H 1.71 0.23 2.21
H 1.81 1.74 1.19
H -1.99 -2.68 1.23
H -2.18 -1.02 0.40
H -1.57 -2.41 -0.52
H 0.89 -1.02 -1.03
H -0.92 0.59 -2.61
H -1.37 -0.86 -1.59
```

Properties
2S+1 ... 1
LUMO energy ... 0.690 eV
Electronic energy ... -23885.9814 eV
Relative energy (zero: lowest compared OMol25 entry of this formula, charge and spin) ... 104.7 kcal/mol
SMILES ... C#C[C@H](N)C(C)(C)S(C)(=O)=O
HOMO-LUMO gap ... 10.36 eV
Charge ... 0

Atomic partial charges in e from the Mulliken method, atoms 1 to 2: 0.39, -1.51

***

5.
The molecule C7H13NO3S in a non-equilibrium geometry. Source: OMol25; level of theory: the ωB97M-V functional and the def2-TZVPD basis.

Geometry as XYZ:
```
25
Properties=species:S:1:pos:R:3
C -0.69 0.19 -3.30
C -0.86 0.63 -2.02
C -0.41 0.60 0.55
C -0.41 -0.02 -0.88
C -0.41 -1.47 -0.80
C 0.25 0.85 2.98
C 0.26 -0.09 1.73
N 1.98 0.88 -0.73
O 2.06 2.61 1.03
O 1.12 3.17 -1.29
O -0.08 1.95 0.46
S 1.39 2.26 -0.19
H -0.55 0.87 -4.16
H -0.70 -0.86 -3.56
H -0.76 1.71 -1.83
H -1.46 0.82 0.95
H -0.77 -1.93 0.05
H 0.72 -1.85 -0.88
H -1.02 -1.99 -1.67
H 0.84 1.78 2.68
H 0.56 0.17 3.87
H -0.77 1.06 3.04
H -0.18 -1.14 1.75
H 1.30 -0.40 1.39
H 2.65 1.11 -1.39
```

Properties
2S+1 ... 1
LUMO energy (alpha / beta) ... -2.446 / -2.394 eV
Electronic energy ... -25931.8325 eV
Relative energy (zero: lowest compared OMol25 entry of this formula, charge and spin) ... 151.3 kcal/mol
HOMO-LUMO gap (alpha / beta) ... 6.06 / 6.20 eV
Charge ... 0

Atomic partial charges in e from the Mulliken method, atoms 1 to 2: -0.64, -0.32

***

6.
A structure of composition C7H13NOPTc in a non-equilibrium geometry. Source: OMol25; level of theory: the ωB97M-V functional and the def2-TZVPD basis.

Geometry as XYZ:
```
24
Properties=species:S:1:pos:R:3
C 1.39 -1.51 -1.33
C 2.63 -0.80 -1.08
C 2.48 0.53 -1.63
C 1.15 0.65 -2.18
C 0.47 -0.61 -1.97
Tc 1.00 0.15 -0.04
P 0.87 -1.46 1.55
H 1.19 -2.55 -1.09
H 3.52 -1.20 -0.61
H 3.23 1.32 -1.62
H -0.53 -0.86 -2.31
H 0.73 1.52 -2.66
H 1.23 -1.10 2.87
H 1.66 -2.63 1.45
H -0.38 -2.11 1.78
C -3.17 1.24 0.31
C -1.78 1.01 0.79
N -1.49 1.23 2.08
O -0.87 0.59 0.01
H -3.82 1.56 1.13
H -3.57 0.32 -0.14
H -3.16 2.03 -0.46
H -0.56 1.06 2.45
H -2.20 1.60 2.70
```

Properties
2S+1 ... 4
LUMO energy (alpha / beta) ... -2.570 / -4.445 eV
Electronic energy ... -22486.5061 eV
Relative energy (zero: lowest compared OMol25 entry of this formula, charge and spin) ... 0.0 kcal/mol
HOMO-LUMO gap (alpha / beta) ... 7.54 / 7.24 eV
Charge ... +1

Atomic partial charges in e from the Mulliken method, atoms 1 to 2: -0.38, -0.63

***

7.
The molecule C7H13NOS in a non-equilibrium geometry. Source: OMol25; level of theory: the ωB97M-V functional and the def2-TZVPD basis.

Geometry as XYZ:
```
23
Properties=species:S:1:pos:R:3
C -0.64 -1.75 0.25
C -2.76 -0.55 1.96
C 1.03 -0.16 -0.19
C 0.13 -2.82 -0.49
C -0.01 1.86 -1.36
C 1.97 1.97 0.16
C 1.27 1.16 -0.91
N -0.26 -0.51 0.17
O 2.06 -0.72 0.17
S -2.25 -2.00 0.99
H -3.60 -0.06 1.41
H -3.25 -0.98 2.83
H 1.15 -2.39 -0.49
H -0.19 -2.85 -1.55
H -0.12 -3.91 -0.20
H -0.44 2.12 -0.44
H -0.61 1.16 -2.09
H 0.08 2.81 -1.96
H 1.35 2.11 1.10
H 2.01 3.02 -0.37
H 2.97 1.48 0.49
H 1.97 0.98 -1.71
H -1.86 0.03 2.22
```

Properties
2S+1 ... 1
LUMO energy ... 0.375 eV
Electronic energy ... -21841.1892 eV
Relative energy (zero: lowest compared OMol25 entry of this formula, charge and spin) ... 28.2 kcal/mol
SMILES ... CS/C(C)=N/C(=O)C(C)C
HOMO-LUMO gap ... 9.51 eV
Charge ... 0

Atomic partial charges in e from the Mulliken method, atoms 1 to 2: 0.65, -0.70

***

8.
The molecule C7H13NOS2 in a non-equilibrium geometry. Source: OMol25; level of theory: the ωB97M-V functional and the def2-TZVPD basis.

Geometry as XYZ:
```
24
Properties=species:S:1:pos:R:3
C 0.94 0.38 -1.26
C 2.16 0.21 -1.77
C 2.45 -0.97 -4.75
C -2.23 0.25 2.74
C 0.16 -0.40 -0.29
C -1.30 -0.44 1.77
C -0.56 0.49 0.79
N 3.25 -0.06 -4.22
O 2.13 2.24 -3.44
S 2.96 -1.96 -5.88
S 3.10 1.29 -2.97
H 0.30 1.18 -1.53
H 2.84 -0.54 -1.56
H 1.49 -0.92 -4.19
H -1.66 0.92 3.38
H -2.70 -0.43 3.47
H -3.07 0.81 2.25
H 0.69 -1.17 0.35
H -0.77 -0.96 -0.64
H -0.55 -0.88 2.52
H -1.84 -1.16 1.09
H -1.28 1.06 0.21
H 0.27 1.21 1.15
H 4.27 -0.03 -4.39
```

Properties
2S+1 ... 1
LUMO energy ... 0.337 eV
Electronic energy ... -32674.7332 eV
Relative energy (zero: lowest compared OMol25 entry of this formula, charge and spin) ... 59.3 kcal/mol
HOMO-LUMO gap ... 8.91 eV
Charge ... 0

Atomic partial charges in e from the Mulliken method, atoms 1 to 2: 0.19, -1.11

***

9.
The ion C7H13NP with charge +1 in a non-equilibrium geometry. Source: OMol25; level of theory: the ωB97M-V functional and the def2-TZVPD basis.

Geometry as XYZ:
```
22
Properties=species:S:1:pos:R:3
C 2.72 -1.31 0.35
C 2.84 0.10 0.45
C 1.60 -1.74 -0.29
C 1.81 0.79 -0.11
C -3.53 -0.19 0.04
C -1.07 -0.92 -0.12
C -2.09 0.14 -0.39
N 1.74 2.29 0.05
P 0.62 -0.38 -0.93
H 3.52 -2.06 0.65
H 3.74 0.65 0.70
H 1.32 -2.82 -0.22
H -3.69 -0.39 1.10
H -3.91 -1.09 -0.49
H -4.18 0.58 -0.36
H -1.37 -1.85 -0.47
H -0.92 -0.96 1.01
H -1.89 1.10 0.07
H -2.26 0.14 -1.49
H 1.10 2.20 0.81
H 1.29 2.89 -0.63
H 2.62 2.83 0.29
```

Properties
2S+1 ... 1
LUMO energy ... -3.864 eV
Electronic energy ... -18239.5720 eV
Relative energy (zero: lowest compared OMol25 entry of this formula, charge and spin) ... 6.4 kcal/mol
SMILES ... CCCP1=CC=CC=1[NH3+]
HOMO-LUMO gap ... 8.87 eV
Charge ... +1

Atomic partial charges in e from the Mulliken method, atoms 1 to 2: -0.47, -0.24

***

10.
A structure of composition C7H13O in a non-equilibrium geometry. Source: OMol25; level of theory: the ωB97M-V functional and the def2-TZVPD basis.

Geometry as XYZ:
```
21
Properties=species:S:1:pos:R:3
C 2.13 -0.32 1.43
O 1.69 0.24 2.57
C 1.38 0.27 0.15
C -0.05 -0.08 0.16
C -0.90 -0.16 -0.90
C -0.61 0.04 -2.24
C -1.33 0.96 -3.03
C -2.32 -0.55 -0.70
H 3.20 -0.22 1.25
H 1.93 -1.50 1.39
H 1.52 1.42 0.27
H 1.77 -0.03 -0.81
H 2.34 -0.35 5.63
H -0.38 -0.27 1.22
H 2.35 -0.20 4.94
H -1.83 1.85 -2.59
H -1.77 -0.20 -2.79
H -0.98 1.04 -4.02
H -2.56 -1.43 -1.31
H -2.94 0.19 -0.93
H -2.64 -0.69 0.32
```

Properties
2S+1 ... 1
LUMO energy ... 3.299 eV
Electronic energy ... -9510.7752 eV
Relative energy (zero: lowest compared OMol25 entry of this formula, charge and spin) ... 130.1 kcal/mol
HOMO-LUMO gap ... 5.71 eV
Charge ... -1

Atomic partial charges in e from the Mulliken method, atoms 1 to 2: -0.60, -0.80

***

- Look up the relative energy (zero: lowest compared OMol25 entry of this formula, charge and spin) of the second one.
  100.2 kcal/mol

***

- Look up the 2S+1 of the second one.
  1

***

- Among the records above, which one has the lowest charge?
  C7H13O